Entry 1:
92
Properties=species:S:1:pos:R:3 method="wB97M-V/def2-TZVPD" gap_ev="4.469 / 6.506" energy_ha=-3030.976688 e_lumo_ev="2.533 / 2.533" homo_energy_ev="-1.94 / -3.97" spin_multiplicity=2 charge=-1
C 3.84 -5.08 -5.06
O 0.87 -8.95 -4.17
H 7.06 -5.20 -7.66
H -0.81 -11.03 -9.87
C -0.83 -10.09 -10.43
H 6.84 -2.75 -10.80
H 7.39 -4.23 -11.44
H 7.94 -6.52 -12.25
H 0.03 -7.57 -5.37
O 2.43 -8.76 -9.58
O 8.54 -8.42 -11.55
C 8.41 -9.22 -10.41
H 5.74 -11.43 -4.96
H 6.55 -12.31 -6.22
C 8.59 -3.86 -8.98
C 2.89 -4.85 -3.90
H 8.96 -2.90 -9.32
H 2.25 -3.34 -1.91
O 3.90 -12.13 -8.77
H 0.18 -8.64 -12.28
H 1.32 -10.50 -9.09
H 7.39 -9.21 -10.03
H 2.19 -5.67 -3.76
H -0.52 -11.88 -5.66
C 0.11 -8.49 -3.04
N 7.15 -4.22 -9.35
H 1.25 -7.61 -11.40
H 5.53 -7.82 -4.49
H 1.49 -2.11 -2.78
H 9.02 -13.56 -9.36
O 5.14 -8.07 -8.81
H 4.76 -7.06 -3.09
C 4.80 -7.07 -4.18
H 4.29 -4.18 -5.46
H 5.71 -12.86 -8.09
H 2.84 -10.62 -7.05
C 8.53 -10.72 -10.94
H 1.06 -11.26 -5.18
H 6.53 -10.46 -6.18
H 7.38 -13.55 -10.12
C 0.54 -8.54 -5.48
H 7.99 -10.90 -11.88
O 0.19 -10.44 -6.85
O 8.19 -11.64 -9.87
H 0.58 -8.85 -2.12
H 3.44 -5.53 -5.96
H 5.67 -4.09 -10.89
H 9.29 -4.55 -9.45
O 4.42 -6.50 -11.37
C 8.35 -13.05 -10.05
H -0.92 -8.84 -3.07
C 6.44 -4.95 -8.54
C 1.69 -3.17 -2.84
C 8.24 -7.03 -11.34
H 9.23 -9.01 -9.72
H 8.75 -3.87 -7.90
N 0.38 -9.27 -10.36
H 3.85 -7.52 -4.47
C 0.30 -8.15 -11.31
C 4.82 -12.22 -7.96
H 3.53 -4.76 -3.02
H -0.78 -8.82 -7.15
O 2.27 -3.60 -4.09
H 8.94 -6.41 -10.78
H 7.39 -7.13 -10.66
C 3.49 -5.72 -11.58
C 0.45 -11.56 -6.04
H -1.37 -9.68 -5.66
C -0.51 -9.36 -6.24
H 0.91 -12.30 -6.69
O 3.17 -6.80 -7.87
H 9.59 -10.78 -11.17
H 8.85 -13.25 -11.00
H -0.52 -7.49 -11.07
H 0.75 -3.65 -2.55
H -1.09 -10.40 -11.44
H -1.65 -9.50 -10.02
H 4.10 -9.46 -6.66
H 4.17 -5.22 -13.25
O 2.68 -5.57 -10.60
C 1.43 -9.52 -9.58
H 0.06 -7.41 -2.92
O 3.43 -4.97 -12.69
O 5.29 -5.23 -8.66
C 3.78 -10.50 -6.52
C 6.71 -3.83 -10.70
H 1.45 -8.38 -6.06
O 5.00 -5.79 -4.66
C 6.00 -11.40 -6.02
V 3.92 -7.15 -9.23
N 4.88 -11.43 -6.89
H 3.46 -10.52 -5.48

***

Entry 2:
14
Properties=species:S:1:pos:R:3 method="wB97M-V/def2-TZVPD" gap_ev=8.678 energy_ha=-630.583705 smiles="CC(C)(O)C=S" e_lumo_ev=-0.431 homo_energy_ev=-9.11 charge=0 e_above_lowest_kcal_mol=32.14
C 0.15 -1.29 0.63
H -1.95 0.69 0.84
H 2.06 0.58 -0.58
S -2.38 -0.42 -1.37
H 0.62 -1.20 1.64
H 0.92 1.86 -0.64
H -0.82 -1.84 0.80
H 1.46 1.23 0.97
H 0.91 -1.83 0.05
C 1.15 0.94 -0.04
H -0.15 0.38 -2.07
O -0.97 0.74 1.02
C -0.11 0.16 0.03
C -0.88 0.01 -1.27

***

Entry 3:
9
Properties=species:S:1:pos:R:3 method="wB97M-V/def2-TZVPD" gap_ev=9.484 energy_ha=-226.178632 e_lumo_ev=0.613 homo_energy_ev=-8.87 charge=0 e_above_lowest_kcal_mol=29.21
C -0.50 0.92 -0.21
H 0.00 -1.36 0.05
H 1.73 -1.41 0.31
H -0.49 1.99 0.06
N -2.52 -0.62 -0.08
N 0.88 -0.97 -0.20
H 1.71 0.94 0.15
C -1.62 0.13 -0.01
C 0.80 0.38 -0.06

***

Entry 4:
55
Properties=species:S:1:pos:R:3 method="wB97M-V/def2-TZVPD" gap_ev=3.582 energy_ha=-1239.490645 e_lumo_ev=6.090 homo_energy_ev=2.51 charge=-3 e_above_lowest_kcal_mol=0.00
H -1.83 9.65 -23.32
C -5.03 11.21 -23.78
C -2.78 10.29 -18.36
C -3.00 16.96 -17.15
H -3.34 10.05 -17.42
C -5.04 9.90 -21.26
H -0.81 9.67 -19.07
H -3.27 18.03 -17.07
H -3.33 9.75 -19.16
C 1.36 13.26 -18.07
H -1.96 16.96 -16.81
H -5.70 9.37 -24.56
H 0.08 9.75 -21.71
H -1.19 17.66 -21.74
H -2.28 10.50 -21.87
H 0.76 12.57 -16.17
H -5.04 9.45 -20.27
H -1.38 15.71 -23.42
H 0.47 10.58 -23.18
H -5.74 8.21 -22.31
O -0.34 15.26 -21.67
H 0.17 14.23 -16.55
C -0.48 17.44 -22.54
H -0.94 10.36 -17.39
O -2.68 15.22 -18.82
H 2.32 13.61 -17.64
H 1.57 12.23 -18.44
H -0.63 12.77 -17.20
C -0.46 15.95 -22.85
O 0.04 11.86 -21.61
H -4.22 16.56 -18.86
H -3.59 16.32 -16.49
O 1.02 14.08 -19.13
H -1.34 8.64 -17.77
O -3.39 13.50 -21.76
C 0.33 13.23 -16.94
H 0.49 17.91 -22.35
C -4.76 11.26 -21.35
O -2.75 11.62 -18.63
C -5.44 9.24 -22.41
O -4.47 13.94 -23.56
N -4.11 13.19 -22.66
C -4.66 11.84 -22.62
C -1.37 9.68 -18.13
H -4.41 11.82 -20.49
Sr -1.40 13.42 -20.02
C -0.16 10.69 -22.26
H -1.92 11.42 -23.35
H -4.92 11.68 -24.74
C -1.62 10.57 -22.75
H 0.35 15.69 -23.57
H -0.85 18.06 -23.40
C -5.42 9.87 -23.64
C -3.14 16.48 -18.61
H -2.61 17.20 -19.26

***

Entry 5:
18
Properties=species:S:1:pos:R:3 method="wB97M-V/def2-TZVPD" gap_ev=9.426 energy_ha=-269.083311 smiles=CCCNCN e_lumo_ev=1.169 homo_energy_ev=-8.26 charge=0 e_above_lowest_kcal_mol=20.73
H 2.24 -0.08 -0.18
C -1.21 -0.42 -2.27
N 2.20 0.26 0.77
C -1.18 0.29 0.17
H 2.96 -0.14 1.28
H 1.18 0.18 2.50
H -0.98 -1.81 -0.66
H -1.98 -0.09 0.82
C -0.74 -0.76 -0.87
H 0.35 -0.81 -0.85
H 0.57 -1.09 1.47
H -1.13 -1.22 -3.00
C 0.93 -0.06 1.46
H -0.59 0.40 -2.65
H -1.73 1.08 -0.33
N -0.11 0.81 0.98
H 0.25 1.73 0.80
H -2.27 -0.15 -2.24

***

Entry 6:
12
Properties=species:S:1:pos:R:3 method="wB97M-V/def2-TZVPD" gap_ev=10.386 energy_ha=-715.964299 smiles="C[C@@H](Cl)/C=C/F" e_lumo_ev=0.942 homo_energy_ev=-9.44 charge=0 e_above_lowest_kcal_mol=54.45
C -1.17 1.03 -0.14
H 1.80 -0.17 1.30
H -0.44 -0.05 1.34
H -1.60 1.01 -1.06
C 1.80 -0.58 0.38
H 0.71 -1.37 -1.47
Cl -1.68 -1.63 0.02
H -0.37 1.85 -0.37
C -0.54 -0.17 0.32
H -2.11 1.65 0.23
C 0.66 -0.66 -0.41
F 2.93 -0.92 -0.15

***

Entry 7:
97
Properties=species:S:1:pos:R:3 method="wB97M-V/def2-TZVPD" gap_ev=5.726 energy_ha=-4082.531217 e_lumo_ev=1.833 homo_energy_ev=-3.89 charge=-1 e_above_lowest_kcal_mol=26.92
C 0.64 2.51 3.38
C -0.04 7.34 -0.47
C 5.49 2.81 0.13
O -0.87 3.18 -2.32
H -3.29 5.76 0.50
C 3.99 -0.89 2.86
C -3.19 3.29 1.71
O -1.03 5.21 -0.53
H 3.96 -3.88 -4.33
C 5.82 -2.24 3.64
C 3.92 2.91 -1.68
H 6.29 3.26 0.72
C 4.25 -1.27 1.55
O -0.44 2.69 0.20
C 0.57 3.57 4.30
N -0.45 1.69 3.34
H 0.49 4.64 1.60
H -2.37 5.09 -4.65
C 3.45 1.66 -1.34
C 0.17 5.87 -0.13
H 5.71 -2.24 -3.70
Te -3.62 -1.98 -1.91
H 0.06 2.20 -4.49
C 3.83 -3.26 -3.45
H -2.28 1.08 4.01
H 1.57 -2.63 -1.02
C 4.78 -1.37 3.90
H 2.64 1.21 -1.93
H 5.32 4.48 -1.20
P 3.18 -0.60 0.24
H -2.20 1.43 -3.77
C 5.02 1.55 0.48
C 2.67 -3.37 -2.70
H -0.20 7.45 -1.55
H 3.17 -0.21 3.07
H 5.49 -2.49 0.28
Te -2.18 -0.21 -0.78
Te -1.06 -4.23 -0.35
H -1.14 5.58 -3.46
C -5.05 2.81 0.10
H -2.74 5.04 -2.91
H 3.48 3.45 -2.52
C -4.19 5.15 0.36
H -2.45 2.94 5.70
C -0.33 3.21 -4.61
H -3.04 2.61 -4.81
C -1.58 2.85 5.07
C -1.51 1.83 4.16
H 2.28 5.86 -0.62
C 6.07 -2.64 2.34
H 0.83 7.93 -0.18
H 1.41 4.25 4.33
O 0.58 0.03 -1.53
H -4.91 5.37 1.15
C -0.51 3.75 5.13
O -0.70 -0.16 -2.13
C -1.45 3.44 -3.59
C 1.37 5.31 -0.89
H -3.36 2.57 -3.06
H -0.53 4.58 5.82
C 4.95 3.49 -0.95
C 5.30 -2.16 1.29
H 6.88 -3.34 2.13
H 0.48 3.92 -4.43
H 6.43 -2.62 4.45
Y 0.53 0.80 0.49
H 4.56 -1.06 4.92
H -0.53 6.07 1.90
C -3.82 3.67 0.37
Te -0.73 -2.12 1.13
O -2.91 3.41 -0.70
H 5.39 -0.80 -1.72
H 1.23 6.24 1.72
H 1.21 5.40 -1.96
H -0.92 7.72 0.05
H -3.91 3.43 2.52
H -2.86 2.25 1.70
H 1.52 4.26 -0.64
H -4.77 1.75 0.07
C 4.81 -2.34 -3.10
C -1.96 4.87 -3.66
H -0.70 3.34 -5.63
C 2.50 -2.56 -1.58
Si -1.28 3.59 -0.80
C 4.64 -1.53 -1.99
H -2.32 3.92 1.91
O -0.49 0.66 2.50
C 3.99 0.96 -0.26
C 3.48 -1.65 -1.21
H -4.63 5.41 -0.60
C 0.35 5.69 1.37
H 5.43 1.03 1.33
H -5.47 3.07 -0.88
C -2.59 2.45 -3.83
H -5.81 2.96 0.86
H 1.89 -4.06 -2.97
S 2.02 2.24 2.39

***

Entry 8:
65
Properties=species:S:1:pos:R:3 method="wB97M-V/def2-TZVPD" gap_ev=6.308 energy_ha=-2501.901058 e_lumo_ev=-13.110 homo_energy_ev=-19.42 charge=+4 e_above_lowest_kcal_mol=0.00
H 0.85 -4.26 4.11
N 3.28 0.17 3.00
C -2.18 0.43 2.00
C 2.64 1.74 1.14
H -2.91 0.59 -2.92
P -1.09 1.21 -1.52
C 3.20 -1.85 4.52
C 3.24 -0.62 -1.30
C 1.39 -3.34 3.91
H 1.22 3.18 -1.43
H -0.10 -2.70 -0.53
N -1.09 -1.21 0.51
Pt 0.29 0.28 0.13
H 1.59 -2.01 -3.44
C -1.95 -3.43 0.25
H -3.28 0.25 -1.22
C -0.03 1.46 -2.94
C 1.71 -1.38 2.63
H 2.76 -3.66 5.54
H 3.40 -1.55 -0.75
C 3.51 2.78 1.15
H -2.28 0.28 3.08
H -0.96 3.49 -0.71
C -1.75 2.78 -0.95
C 2.54 0.54 1.95
H 1.37 -2.91 -1.95
O -0.98 1.17 1.70
H -1.33 2.83 -3.99
C 1.73 1.85 -5.05
H -0.60 1.54 2.52
H 0.14 -2.84 2.24
H -3.04 1.01 1.67
H 3.82 -0.66 -2.22
C 0.51 2.49 -5.04
H 0.23 3.15 -5.86
N 1.67 1.83 0.14
C 0.99 -2.55 2.86
C 1.20 0.79 -2.96
H -2.37 3.20 -1.76
H -1.81 -4.42 -0.16
H 2.42 2.00 -5.87
C -3.06 -3.10 1.03
C 2.48 -3.00 4.73
C 1.84 2.92 -0.59
H -0.03 -2.07 -2.73
H 4.06 0.67 3.40
C 2.79 -1.05 3.46
C -2.13 -0.91 1.32
H -2.23 -0.85 -2.15
H -2.39 2.65 -0.08
C 2.08 0.99 -4.01
P 1.50 -0.47 -1.71
S 3.14 3.87 -0.11
H 3.04 0.48 -4.06
C -0.38 2.31 -3.99
H 4.35 2.95 1.81
H -3.95 -1.56 2.23
C 1.04 -2.02 -2.49
C -3.13 -1.83 1.58
C -2.51 0.19 -1.98
H 3.60 0.22 -0.70
H -3.84 -3.83 1.22
H 4.04 -1.58 5.15
N 1.59 -0.35 1.68
C -0.99 -2.47 0.03

***

Entry 9:
131
Properties=species:S:1:pos:R:3 method="wB97M-V/def2-TZVPD" gap_ev=9.961 energy_ha=-2709.039114 smiles=COC[C@H](C)N.COC[C@H](C)N.COC[C@H](C)N.OCCO.OCCO.OCCO.OCCO.OCCO.OCCO.OCCO.OCCO e_lumo_ev=0.553 homo_energy_ev=-9.41 charge=0 e_above_lowest_kcal_mol=32.98
O 0.65 0.61 0.61
H -1.05 2.25 4.65
H -1.84 1.06 -1.06
H -1.04 0.43 -3.44
H 0.07 1.37 0.77
C -5.50 -2.89 1.56
H -4.76 -2.62 2.25
H -1.14 4.92 0.50
H 1.45 -2.49 -2.55
C 2.01 -3.47 2.15
H -1.40 2.80 -3.97
H 0.73 3.73 -2.90
H 3.87 0.27 3.33
H -0.89 -0.26 4.47
H -0.16 -4.90 -3.46
C -1.57 0.11 -4.39
C -2.31 1.35 -4.96
O 2.28 3.16 3.88
H -2.86 2.43 5.17
H 0.32 5.76 0.17
H -2.51 1.22 -5.97
H 4.16 2.60 3.26
C -2.36 1.11 3.44
C -2.77 -2.65 0.32
O 1.13 -1.15 -1.57
H -1.96 -3.17 3.01
H -0.20 6.07 2.69
H 3.09 -0.44 -1.49
C -2.21 2.00 -1.48
H 1.50 0.50 2.32
O -2.59 -0.78 -3.98
C 2.15 -3.22 3.65
H 5.16 0.33 -3.91
O 3.15 2.46 -3.05
H -2.85 -2.65 4.59
C -1.96 -0.17 4.24
H 2.39 -1.12 0.03
H 1.27 1.27 -1.34
C 0.27 5.23 2.24
H -2.53 -0.14 5.18
H 2.93 -3.18 0.31
O 4.21 -1.38 -3.19
H -5.57 -4.00 1.67
C -1.98 -2.45 3.87
H -3.38 -0.49 0.31
H 4.31 0.51 -5.95
O -1.21 2.81 -2.04
O -2.16 -1.23 3.34
O 2.68 0.44 -4.70
C 2.63 3.51 -3.84
O -1.57 2.56 -4.92
C 0.75 -3.16 -4.29
H 1.64 -2.72 5.95
H -4.36 1.78 3.51
C 2.99 0.87 3.59
H -1.70 -0.81 0.37
H 0.45 -2.11 -4.60
H -2.27 3.30 3.71
O 0.48 3.71 0.26
C 3.21 -3.02 1.38
H 4.15 -3.63 1.65
C -0.07 4.96 0.75
H -4.09 2.15 -0.47
H -0.11 4.34 2.74
H -2.59 -1.11 -1.15
H -0.82 -0.33 -5.09
H -1.44 -3.53 -2.07
H -1.76 1.10 2.51
H 2.86 2.40 2.04
H 3.51 -1.97 1.55
O 2.15 4.73 -1.81
H 2.98 0.85 4.69
H 3.43 4.21 -4.09
H 2.07 -0.23 -4.34
H -2.26 -1.61 -3.63
H 1.35 5.13 -3.71
C 1.67 0.89 -0.40
C 3.75 -0.17 -5.34
C 1.38 -3.72 5.74
H 2.13 5.72 1.82
H 5.58 -1.04 -4.82
H -3.29 3.67 -0.65
C -2.13 2.37 4.28
N 0.82 -2.79 1.49
O -2.57 2.63 0.93
H 0.94 -1.80 1.56
H 2.43 1.58 0.01
H -6.49 -2.46 1.69
C -2.62 -1.22 -0.04
H -4.18 -4.35 -0.27
H -3.16 2.15 1.53
H -2.04 -4.50 0.07
O -1.33 -3.14 -3.00
H -4.02 -2.86 -1.29
O 1.65 5.41 2.58
O 1.90 0.15 3.13
H 3.10 1.71 -3.70
O 1.73 -3.07 -3.28
H 2.88 4.05 -1.65
H 3.43 -0.94 -6.03
H -3.28 1.44 -4.43
H 1.74 -4.51 2.03
C -4.06 -3.20 -0.28
H 2.07 -4.46 6.11
H 1.31 -3.66 -5.08
H 2.20 4.08 3.51
H 3.60 -2.05 -3.57
H -4.23 0.29 2.59
C -0.48 -3.88 -3.88
H -1.06 -4.18 -4.75
H -2.87 1.73 -2.29
C 2.17 -0.46 -0.85
H 1.91 -2.17 3.91
H 0.04 -2.91 2.13
H -1.05 -2.53 4.45
H -0.61 3.03 -1.35
H -0.74 -3.37 0.20
N -1.70 -3.58 -0.20
H 0.38 -3.96 6.13
H 0.32 -1.08 -0.97
H 2.14 3.19 -4.77
O -5.23 -2.62 0.17
H 3.19 -3.55 3.97
H -2.83 -2.78 1.42
C 4.73 -0.62 -4.31
C 1.63 4.27 -3.12
N -3.79 1.12 3.00
C -3.11 2.64 -0.36
C 3.10 2.33 3.14
H 1.11 3.89 -0.52
O 1.24 -4.02 4.34

***

Results for max |F|: 0.095; 0.083; 0.098; 0.047; 0.024; 0.141; 0.011; 0.006; 0.065 (in Eh/bohr, following the order of the records).